[1]
76
Properties=species:S:1:pos:R:3:mulliken_spin:R:1 method="wB97M-V/def2-TZVPD" s_squared=0.77 e_above_lowest_ev=2.393 homo_energy_ev="-10.5 / -10.6" molar_mass_g_mol=965.028 max_force_ev_per_a=3.94 orbital_gap_ev="6.27 / 5.93" spin_multiplicity=2 charge=+1
Ir -0.33 -0.90 0.71 0.475
Cl -2.79 -2.49 -5.62 0.001
C -2.21 -2.64 -4.00 0.006
C -3.00 -3.30 -3.05 0.002
C -2.58 -3.40 -1.74 0.015
C -1.37 -2.82 -1.32 -0.050
O -1.03 -2.85 -0.06 0.166
C -0.57 -2.20 -2.30 0.043
C 0.65 -1.58 -1.95 -0.004
N 1.10 -1.44 -0.73 -0.017
C 2.38 -0.96 -0.46 -0.013
C 3.46 -1.04 -1.31 0.003
C 4.72 -0.54 -0.92 -0.002
C 4.90 0.01 0.32 0.004
C 3.81 0.07 1.22 -0.011
C 3.90 0.62 2.52 0.003
C 2.81 0.60 3.34 -0.001
C 1.63 0.00 2.89 0.005
N 1.51 -0.50 1.68 -0.009
C 2.57 -0.45 0.82 -0.002
C -1.00 -2.12 -3.64 0.005
H -3.95 -3.73 -3.35 0.000
H -3.19 -3.89 -1.00 0.000
H 1.23 -1.17 -2.77 -0.005
H 3.34 -1.49 -2.29 0.001
H 5.54 -0.59 -1.61 0.000
H 5.85 0.42 0.62 0.000
H 4.84 1.06 2.84 0.000
H 2.85 1.02 4.34 0.000
H 0.77 -0.07 3.54 -0.006
H -0.39 -1.62 -4.37 0.001
O -2.00 0.16 1.72 0.034
N -2.73 0.88 0.94 0.019
N -2.65 0.59 -0.27 -0.013
O -1.94 -0.43 -0.69 0.029
C -3.33 1.39 -1.25 0.003
C -3.08 1.13 -2.59 -0.003
C -3.72 1.89 -3.55 0.001
C -4.59 2.90 -3.18 -0.002
C -4.82 3.16 -1.84 0.002
C -4.19 2.41 -0.86 -0.003
H -2.37 0.35 -2.85 -0.001
H -3.52 1.69 -4.60 0.000
H -5.10 3.48 -3.94 0.000
H -5.49 3.96 -1.55 0.000
H -4.36 2.60 0.19 0.000
F 5.30 2.69 -1.38 0.000
C 4.23 3.04 -0.65 0.000
C 3.01 3.00 -1.18 0.000
N 1.89 3.37 -0.48 0.000
C 0.58 3.13 -1.05 -0.003
C 0.31 1.61 -1.03 0.010
O 0.35 1.00 -2.09 0.002
O 0.11 1.18 0.17 -0.024
C 1.97 3.80 0.84 0.000
O 1.01 4.12 1.50 0.000
N 3.26 3.82 1.34 0.000
C 4.45 3.41 0.73 0.000
O 5.49 3.36 1.35 0.000
H 2.86 2.67 -2.20 0.000
H 0.54 3.46 -2.09 0.000
H -0.17 3.63 -0.44 0.001
H 3.34 4.13 2.30 0.000
C -2.76 -3.86 2.40 0.031
Sb -1.34 -2.35 2.83 0.246
C -2.12 -1.61 4.67 0.034
C 0.26 -3.58 3.53 0.017
H -2.86 -4.48 3.30 0.008
H -2.40 -4.46 1.57 -0.002
H -3.72 -3.41 2.15 -0.001
H -2.35 -2.48 5.28 0.008
H -3.02 -1.03 4.47 -0.002
H -1.39 -0.98 5.17 -0.001
H -0.11 -4.21 4.34 0.007
H 1.08 -2.96 3.89 -0.002
H 0.60 -4.19 2.70 -0.004



[2]
115
Properties=species:S:1:pos:R:3:mulliken_charge:R:1 method="wB97M-V/def2-TZVPD" e_above_lowest_ev=0.342 homo_energy_ev=-12.0 molar_mass_g_mol=1038.990 max_force_ev_per_a=0.70 orbital_gap_ev=9.26 charge=+1
N 0.52 -5.09 0.27 -0.458
C 0.11 -6.17 -0.61 -0.868
P -1.43 -5.74 -1.49 0.348
C -2.71 -5.46 -0.24 -0.920
C -3.81 -4.44 -0.59 -0.097
C -4.06 -3.41 0.50 -0.393
Cl -4.11 -4.13 2.13 -0.195
C -1.20 -4.41 -2.69 -0.803
C -0.06 -3.43 -2.38 -1.423
C -0.52 -2.18 -1.66 0.562
F -1.16 -2.59 -0.51 -0.222
Br -1.79 -1.15 -2.69 0.075
C 0.65 -1.25 -1.18 0.249
F 0.25 0.04 -1.07 -0.158
F 1.03 -1.68 0.05 -0.169
Br 2.20 -1.28 -2.34 -0.048
H 0.12 -5.19 1.19 0.254
H 1.53 -5.12 0.38 0.208
H -0.10 -7.08 -0.04 0.466
H 0.89 -6.43 -1.33 0.491
H -1.78 -6.88 -2.20 0.167
H -3.17 -6.42 -0.05 0.588
H -2.20 -5.20 0.69 0.443
H -3.65 -3.91 -1.52 -0.309
H -4.74 -4.99 -0.70 0.613
H -5.03 -2.95 0.34 0.398
H -3.32 -2.61 0.48 0.038
H -0.95 -4.90 -3.63 0.569
H -2.12 -3.88 -2.90 0.460
H 0.36 -3.12 -3.33 0.581
H 0.75 -3.86 -1.81 0.609
C 7.30 3.85 -4.26 -0.631
O 6.46 3.45 -3.17 -0.332
C 5.30 2.92 -3.54 0.741
O 4.92 2.76 -4.67 -0.551
O 4.62 2.60 -2.44 -0.313
C 3.34 2.03 -2.70 -0.397
H 8.20 4.25 -3.81 0.223
H 7.56 2.99 -4.87 0.292
H 6.82 4.61 -4.86 0.293
H 3.45 1.10 -3.26 0.130
H 2.70 2.73 -3.24 0.262
H 2.89 1.81 -1.73 0.219
C -0.79 -0.04 2.25 -0.226
O -0.58 1.12 3.05 -0.385
C 0.71 1.42 3.19 0.933
O 1.63 0.79 2.74 -0.592
O 0.80 2.53 3.91 -0.389
C 2.14 2.98 4.15 -0.855
H -1.86 -0.21 2.19 0.242
H -0.40 0.13 1.25 -0.107
H -0.31 -0.91 2.69 0.339
H 2.63 3.21 3.21 0.373
H 2.70 2.23 4.70 0.376
H 2.07 3.88 4.75 0.292
C 1.10 1.59 6.99 -0.588
O 1.72 2.18 8.14 -0.284
C 1.96 1.32 9.13 0.747
O 1.70 0.15 9.12 -0.539
O 2.53 1.99 10.13 -0.322
C 2.85 1.19 11.27 -0.633
H 0.95 2.38 6.27 0.173
H 1.74 0.81 6.57 0.290
H 0.13 1.17 7.26 0.358
H 3.55 0.41 11.01 0.295
H 1.94 0.76 11.70 0.297
H 3.30 1.86 11.99 0.222
C -0.08 3.92 0.59 -0.346
O -0.73 4.68 -0.43 -0.318
C -0.02 4.80 -1.55 0.751
O 1.06 4.31 -1.75 -0.515
O -0.72 5.53 -2.41 -0.311
C -0.07 5.74 -3.67 -0.682
H -0.75 3.89 1.44 0.285
H 0.11 2.90 0.25 -0.008
H 0.85 4.39 0.89 0.314
H 0.10 4.79 -4.18 0.311
H 0.87 6.27 -3.54 0.329
H -0.74 6.35 -4.27 0.202
C 6.19 -5.53 0.95 -0.642
O 5.02 -6.36 0.92 -0.251
C 5.11 -7.45 1.69 0.722
O 6.06 -7.77 2.35 -0.521
O 3.97 -8.13 1.57 -0.275
C 3.92 -9.33 2.35 -0.647
H 5.99 -4.69 0.30 0.196
H 6.39 -5.17 1.96 0.310
H 7.06 -6.08 0.58 0.300
H 4.03 -9.11 3.41 0.309
H 4.70 -10.02 2.03 0.302
H 2.95 -9.78 2.17 0.201
C -2.67 9.17 -1.76 -0.545
O -3.31 9.94 -2.78 -0.323
C -2.61 10.05 -3.90 0.823
O -1.52 9.57 -4.11 -0.548
O -3.31 10.79 -4.76 -0.328
C -2.67 11.00 -6.02 -0.623
H -3.35 9.16 -0.90 0.228
H -2.51 8.15 -2.09 0.227
H -1.73 9.63 -1.46 0.287
H -2.50 10.05 -6.52 0.292
H -1.73 11.53 -5.89 0.291
H -3.35 11.61 -6.61 0.221
C -5.13 -1.60 -2.46 0.029
O -5.90 -2.79 -2.27 -0.181
C -7.20 -2.66 -2.59 0.645
O -7.72 -1.66 -3.00 -0.525
O -7.79 -3.83 -2.36 -0.323
C -9.19 -3.85 -2.66 -0.665
H -4.11 -1.85 -2.17 -0.667
H -5.14 -1.29 -3.50 0.453
H -5.50 -0.79 -1.83 0.377
H -9.36 -3.63 -3.71 0.309
H -9.72 -3.13 -2.04 0.303
H -9.54 -4.85 -2.43 0.220



[3]
108
Properties=species:S:1:pos:R:3:mulliken_charge:R:1 method="wB97M-V/def2-TZVPD" homo_energy_ev=-9.0 smiles="COC(=O)OC.CN(C)C=O.CN(C)C=O.CN(C)C=O.CN(C)C=O.CN(C)C=O.CO.CO.CO.CO.CO.CO" molar_mass_g_mol=647.805 max_force_ev_per_a=2.84 orbital_gap_ev=9.29 charge=0
C 15.32 14.39 11.42 -1.080
O 15.16 14.11 12.79 0.471
C 15.88 14.98 13.56 0.455
O 16.45 15.93 13.06 -0.582
O 15.84 14.76 14.89 -0.169
C 16.66 15.67 15.65 -0.821
H 15.07 15.41 11.12 0.362
H 14.68 13.73 10.86 0.222
H 16.36 14.33 11.04 0.322
H 16.84 15.24 16.60 0.238
H 16.06 16.51 15.95 0.307
H 17.52 15.88 15.00 0.344
C 7.21 11.27 13.41 -0.939
N 8.36 11.17 12.50 0.582
C 8.28 10.50 11.20 -0.770
C 9.43 11.87 12.81 -0.349
O 10.45 11.94 12.15 -0.253
H 6.42 11.92 12.97 0.340
H 7.54 11.76 14.34 0.293
H 6.71 10.32 13.61 0.339
H 8.30 9.41 11.17 0.181
H 7.32 10.82 10.72 0.396
H 9.09 10.91 10.57 0.022
H 9.41 12.41 13.76 0.228
C 14.16 11.94 16.52 -1.085
N 13.92 11.93 15.12 0.202
C 12.91 12.87 14.61 -0.154
C 14.65 11.21 14.25 0.331
O 15.61 10.49 14.53 -0.735
H 15.02 11.32 16.74 0.377
H 13.25 11.52 17.04 0.309
H 14.33 12.97 16.86 0.268
H 13.26 13.86 14.86 0.320
H 12.72 12.64 13.55 -0.568
H 11.98 12.79 15.15 0.485
H 14.30 11.38 13.22 0.234
C 9.84 14.16 9.65 -0.241
N 9.64 13.87 8.27 0.213
C 9.06 14.83 7.41 -1.173
C 9.91 12.65 7.75 0.776
O 9.68 12.30 6.60 -0.691
H 10.29 13.34 10.18 -0.437
H 8.89 14.42 10.17 0.282
H 10.50 15.05 9.79 0.351
H 9.82 15.59 7.19 0.339
H 8.75 14.35 6.49 0.377
H 8.14 15.25 7.76 0.352
H 10.39 11.99 8.46 -0.103
C 9.32 8.08 14.10 -0.794
N 10.30 7.43 13.32 0.258
C 10.81 8.09 12.16 -0.844
C 10.50 6.14 13.59 0.108
O 11.10 5.37 12.85 -0.578
H 9.55 8.96 14.64 0.218
H 8.87 7.35 14.76 0.362
H 8.56 8.37 13.34 0.186
H 10.10 8.07 11.31 0.285
H 11.19 9.12 12.32 0.179
H 11.61 7.48 11.83 0.241
H 10.06 5.81 14.53 0.309
C 19.21 10.90 11.11 -1.043
N 17.94 10.38 10.67 0.336
C 16.76 11.22 10.75 -0.670
C 17.88 9.14 10.17 -0.064
O 16.91 8.62 9.69 -0.473
H 19.12 11.37 12.09 0.322
H 19.69 11.60 10.44 0.325
H 19.90 10.09 11.35 0.359
H 16.81 12.03 10.02 0.265
H 15.85 10.64 10.54 0.042
H 16.71 11.67 11.74 0.265
H 18.87 8.65 10.29 0.307
C 14.52 12.97 6.54 -0.242
O 15.15 11.71 6.22 -0.547
H 14.67 13.18 7.59 -0.031
H 15.04 13.79 6.03 0.303
H 13.46 12.92 6.22 0.188
H 14.51 11.01 6.30 0.349
C 14.58 8.71 7.47 -0.194
O 13.75 9.29 6.44 -0.614
H 15.14 7.84 7.12 0.473
H 15.19 9.55 7.78 -0.011
H 13.93 8.44 8.30 0.056
H 13.41 8.59 5.84 0.283
C 13.00 11.73 9.71 -0.190
O 12.94 11.85 11.16 0.502
H 14.00 12.12 9.41 -0.162
H 12.78 10.71 9.37 0.376
H 12.31 12.48 9.35 -0.012
H 12.09 11.46 11.37 -0.315
C 10.57 8.51 7.82 -0.557
O 9.55 9.25 8.42 -0.450
H 11.34 8.19 8.54 0.099
H 10.18 7.57 7.41 0.346
H 11.20 9.07 7.10 0.262
H 9.40 10.05 7.88 0.295
C 14.61 7.21 12.32 -0.163
O 15.27 6.51 11.24 -0.594
H 13.80 6.58 12.58 0.259
H 15.25 7.30 13.18 0.321
H 14.35 8.25 12.00 -0.121
H 15.90 7.11 10.86 0.299
C 12.12 15.60 12.62 0.097
O 11.00 14.68 12.95 -0.523
H 12.02 16.53 13.21 0.340
H 13.08 15.10 12.77 -0.452
H 12.03 15.90 11.57 0.191
H 11.34 13.84 12.69 0.067



[4]
24
Properties=species:S:1:pos:R:3:mulliken_spin:R:1 method="wB97M-V/def2-TZVPD" s_squared=0.75 e_above_lowest_ev=0.041 homo_energy_ev="-8.2 / -9.9" molar_mass_g_mol=118.200 max_force_ev_per_a=0.97 orbital_gap_ev="9.10 / 9.74" spin_multiplicity=2 charge=0
C -0.35 -0.11 1.95 0.012
O -1.78 -0.22 1.85 0.081
C 0.36 -0.86 0.89 0.764
C 0.36 -0.31 -0.48 0.016
C 1.48 0.76 -0.79 0.063
C 2.64 0.19 -1.58 0.009
C 2.32 -0.02 -3.04 0.001
N -5.05 0.29 2.16 0.001
H -0.17 0.96 1.91 0.006
H 0.03 -0.40 2.94 0.014
H -1.96 -1.12 1.57 -0.028
H 0.68 -1.86 1.16 0.031
H 0.47 -1.09 -1.23 0.016
H -0.58 0.22 -0.65 0.017
H 1.02 1.61 -1.29 0.011
H 1.87 1.13 0.16 -0.010
H 3.01 -0.71 -1.08 -0.006
H 3.47 0.91 -1.51 0.001
H 1.98 0.91 -3.52 -0.001
H 1.51 -0.73 -3.19 0.001
H 3.18 -0.28 -3.67 0.000
H -5.60 0.31 3.01 0.000
H -4.34 1.00 2.27 0.000
H -4.55 -0.59 2.16 0.000



[5]
9
Properties=species:S:1:pos:R:3:nbo_charge:R:1 method="wB97M-V/def2-TZVPD" e_above_lowest_ev=0.687 homo_energy_ev=-9.8 smiles=C.N molar_mass_g_mol=33.074 max_force_ev_per_a=3.06 orbital_gap_ev=10.77 charge=0
C -1.83 -0.79 0.31 -0.866
H -1.45 -1.64 -0.25 0.217
H -2.76 -1.06 0.82 0.219
H -2.19 -0.13 -0.58 0.214
H -1.04 -0.21 1.01 0.215
N 1.92 0.80 -0.23 -1.110
H 1.96 -0.21 -0.43 0.373
H 2.04 1.56 -0.97 0.384
H 0.99 0.83 0.17 0.355



[6]
2
Properties=species:S:1:pos:R:3:nbo_charge:R:1 method="wB97M-V/def2-TZVPD" e_above_lowest_ev=0.000 homo_energy_ev=-9.0 molar_mass_g_mol=86.845 max_force_ev_per_a=0.01 orbital_gap_ev=8.05 charge=0
Li 0.96 -0.51 -0.05 0.924
Br -0.96 0.51 0.05 -0.924